Entry 1:
{"formula": "C3H4BrCl", "method": "wB97M-V/def2-TZVPD", "total_charge": 0, "energy_ev": -85737.9312, "e_lumo_ev": 0.6439, "orbital_gap_ev": 10.882, "elements": ["C", "C", "C", "Cl", "Br", "H", "H", "H", "H"], "xyz": [[1.725, -0.717, 1.127], [0.831, -0.197, 1.745], [-1.142, 0.113, -1.194], [-0.094, 0.186, -2.603], [-1.082, 1.836, -0.199], [-0.737, -0.639, -0.476], [2.676, -0.822, 0.686], [0.044, 0.151, 2.505], [-2.222, 0.090, -1.593]]}


Entry 2:
{"formula": "C35H46N6NiO3P2", "method": "wB97M-V/def2-TZVPD", "total_charge": 0, "energy_ev": -111740.6269, "s_squared": 2.0047, "spin_multiplicity": 3, "e_lumo_ev": [-1.0749, -1.9450], "orbital_gap_ev": [7.211, 6.341], "elements": ["Ni", "C", "C", "C", "C", "C", "C", "C", "C", "C", "H", "H", "H", "H", "H", "H", "H", "H", "H", "H", "H", "H", "H", "H", "H", "P", "P", "N", "N", "N", "N", "C", "C", "C", "C", "C", "C", "C", "C", "C", "C", "C", "C", "C", "C", "C", "C", "C", "C", "H", "H", "H", "H", "H", "H", "H", "H", "H", "H", "H", "H", "H", "H", "H", "H", "H", "H", "H", "H", "C", "C", "C", "C", "C", "C", "O", "N", "C", "O", "N", "C", "O", "H", "H", "H", "H", "H", "H", "H", "H", "H", "H", "H"], "xyz": [[-0.210, -1.553, 3.300], [-0.973, 2.195, 2.201], [-1.127, 0.963, 1.678], [-0.706, 0.565, 0.302], [0.573, -0.254, 0.065], [1.869, 0.303, 0.656], [2.080, 1.565, 1.056], [1.206, 2.792, 0.908], [0.205, 3.112, 2.097], [1.583, -2.458, 3.901], [-1.719, 2.500, 2.948], [-1.842, 0.270, 2.182], [-0.681, 1.437, -0.352], [-1.574, -0.004, -0.066], [0.299, -1.287, 0.370], [0.797, -0.317, -1.017], [2.478, -0.529, 1.061], [2.938, 1.718, 1.736], [0.691, 2.894, -0.054], [1.939, 3.614, 0.871], [0.822, 3.084, 3.033], [-0.189, 4.158, 2.051], [1.217, -2.606, 4.943], [2.406, -1.729, 3.861], [1.938, -3.424, 3.474], [1.754, -1.317, -4.152], [-1.608, -0.908, -3.746], [3.175, -0.228, -4.365], [2.286, -2.585, -5.337], [-1.664, 0.874, -3.738], [-3.235, -1.224, -4.494], [0.706, -0.482, -5.423], [-0.738, -1.006, -5.403], [3.856, 0.377, -3.293], [4.894, 1.144, -3.818], [4.847, 1.027, -5.248], [3.762, 0.210, -5.561], [2.408, -3.932, -4.975], [2.981, -4.631, -6.032], [3.148, -3.715, -7.118], [2.655, -2.488, -6.685], [-1.451, 1.657, -2.601], [-1.627, 2.996, -2.930], [-1.915, 3.049, -4.329], [-1.882, 1.744, -4.809], [-3.988, -0.527, -5.449], [-5.046, -1.328, -5.865], [-4.920, -2.580, -5.181], [-3.795, -2.509, -4.376], [1.104, -0.604, -6.445], [0.767, 0.589, -5.185], [-1.302, -0.472, -6.192], [-0.792, -2.084, -5.662], [3.498, 0.221, -2.278], [5.578, 1.752, -3.255], [5.505, 1.490, -5.962], [3.352, -0.059, -6.530], [2.034, -4.263, -4.011], [3.253, -5.674, -6.034], [3.574, -3.916, -8.092], [2.500, -1.593, -7.276], [-1.166, 1.158, -1.700], [-1.535, 3.830, -2.252], [-2.115, 3.934, -4.912], [-1.960, 1.366, -5.820], [-3.717, 0.463, -5.792], [-5.812, -1.053, -6.574], [-5.576, -3.428, -5.285], [-3.312, -3.247, -3.742], [-1.033, -0.620, 9.514], [-0.688, -0.784, 8.036], [-0.857, 0.495, 7.142], [-2.029, 1.377, 7.651], [-3.395, 0.722, 7.692], [0.433, 1.334, 7.322], [0.795, 1.848, 8.378], [1.208, 1.531, 6.182], [1.175, 0.808, 4.960], [2.061, 0.995, 4.123], [0.120, -0.066, 4.789], [-0.972, 0.096, 5.612], [-2.099, -0.136, 5.147], [-0.525, 0.266, 9.935], [-0.677, -1.517, 10.044], [-2.122, -0.537, 9.665], [0.367, -1.099, 7.942], [-1.283, -1.589, 7.581], [-1.746, 1.751, 8.647], [-2.062, 2.264, 7.006], [-3.606, 0.217, 8.641], [-4.155, 1.497, 7.563], [-3.472, 0.019, 6.855], [2.057, 2.088, 6.298]]}


Entry 3:
{"formula": "C29H20F15GeN4O5STa", "method": "wB97M-V/def2-TZVPD", "total_charge": 2, "energy_ev": -156244.6437, "e_lumo_ev": -8.1821, "orbital_gap_ev": 6.201, "elements": ["Ta", "C", "O", "C", "O", "N", "N", "H", "H", "H", "H", "H", "H", "C", "C", "C", "C", "C", "C", "O", "N", "C", "O", "N", "C", "O", "H", "H", "H", "H", "H", "H", "H", "H", "H", "H", "H", "F", "C", "C", "C", "F", "C", "F", "C", "F", "C", "F", "Ge", "S", "C", "C", "F", "C", "F", "C", "F", "C", "F", "C", "F", "C", "C", "F", "C", "F", "C", "F", "C", "F", "C", "F", "C", "H", "H", "H"], "xyz": [[-0.812, 0.093, 0.249], [4.365, -1.465, 0.193], [3.393, -0.442, 0.532], [2.163, -0.747, 0.761], [1.326, 0.131, 1.027], [1.715, -2.009, 0.723], [0.344, -2.140, 0.980], [5.292, -0.931, 0.035], [4.074, -1.976, -0.724], [4.490, -2.163, 1.020], [2.304, -2.821, 0.631], [0.202, -2.499, 1.920], [-0.057, -2.792, 0.319], [-1.124, 5.127, -0.645], [0.016, 5.147, 0.370], [0.978, 3.938, 0.270], [2.109, 4.139, 1.312], [3.152, 3.028, 1.352], [1.631, 3.930, -1.121], [2.158, 4.888, -1.594], [1.676, 2.688, -1.830], [0.936, 1.621, -1.491], [0.976, 0.474, -1.938], [0.030, 1.803, -0.480], [0.196, 2.695, 0.538], [-0.346, 2.341, 1.586], [-1.734, 6.022, -0.522], [-1.782, 4.263, -0.509], [-0.751, 5.129, -1.672], [-0.378, 5.174, 1.387], [0.623, 6.040, 0.225], [1.634, 4.238, 2.289], [2.582, 5.089, 1.068], [2.719, 2.093, 1.710], [3.959, 3.305, 2.029], [3.598, 2.848, 0.369], [2.278, 2.645, -2.644], [-5.648, -0.034, -1.285], [-5.481, -0.842, -2.342], [-4.647, -1.944, -2.221], [-4.437, -2.734, -3.342], [-3.561, -3.742, -3.263], [-5.069, -2.470, -4.537], [-4.863, -3.229, -5.600], [-5.904, -1.368, -4.625], [-6.483, -1.081, -5.770], [-6.112, -0.543, -3.529], [-6.882, 0.527, -3.640], [-3.603, -2.284, -0.643], [-1.553, -1.492, -1.320], [-3.433, -4.169, -0.149], [-4.268, -5.174, -0.614], [-5.192, -4.896, -1.527], [-4.187, -6.466, -0.126], [-4.994, -7.407, -0.577], [-3.268, -6.766, 0.863], [-3.196, -7.985, 1.352], [-2.433, -5.779, 1.362], [-1.565, -6.051, 2.330], [-2.536, -4.511, 0.845], [-1.748, -3.542, 1.358], [-4.324, -1.555, 1.025], [-3.682, -0.928, 2.068], [-2.306, -0.676, 2.027], [-4.320, -0.515, 3.214], [-3.652, 0.122, 4.164], [-5.671, -0.781, 3.358], [-6.297, -0.405, 4.450], [-6.351, -1.460, 2.360], [-7.625, -1.756, 2.513], [-5.670, -1.829, 1.217], [-6.319, -2.510, 0.270], [-2.694, 1.250, -0.001], [-3.572, 0.635, -0.199], [-2.568, 1.927, -0.847], [-2.883, 1.846, 0.898]]}